Density functional theory data (wB97M-V/def2-TZVPD) for a molecular structure, C23H48N3OSTi.

As for the expectation value of S²: 0.754. Its HOMO energy (alpha / beta) is -13.87 / -14.41 eV.

```
! RIJCOSX wB97M-V def2-TZVPD def2/J DEFGRID3
* xyz 2 2
Ti 0.188 0.108 -0.168
N 0.778 -1.813 0.640
C -0.147 -2.199 1.711
C -0.135 -1.046 2.714
N -0.338 0.220 1.986
C -1.654 0.855 2.193
C -2.428 0.867 0.877
N -1.526 1.433 -0.132
H 0.832 -2.541 -0.076
H 1.716 -1.760 1.054
H 0.155 -3.135 2.204
H -1.155 -2.329 1.296
H 0.837 -1.029 3.222
H -0.907 -1.200 3.476
H 0.374 0.877 2.310
H -1.514 1.893 2.517
H -2.235 0.346 2.971
H -3.351 1.452 0.989
H -2.696 -0.157 0.586
H -1.262 2.380 0.163
H -2.018 1.546 -1.021
C 0.930 1.882 -1.403
C 1.188 0.714 -2.186
C 2.100 -0.098 -1.427
C 2.323 0.597 -0.183
C 1.659 1.856 -0.190
C 2.017 3.058 0.678
C 1.474 2.956 2.111
C 3.553 3.140 0.736
C 1.479 4.353 0.052
C 3.010 -1.259 -1.852
C 2.228 -2.535 -2.238
C 4.001 -1.629 -0.733
C 3.906 -0.802 -3.023
C 0.710 0.764 -3.641
C -0.735 1.307 -3.694
C 1.631 1.769 -4.355
C 0.686 -0.545 -4.435
H 0.389 2.739 -1.775
H 3.077 0.324 0.540
H 1.842 2.057 2.609
H 0.383 2.996 2.120
H 1.824 3.802 2.697
H 3.966 2.331 1.333
H 3.861 4.079 1.186
H 3.976 3.087 -0.264
H 0.388 4.363 0.009
H 1.873 4.492 -0.951
H 1.792 5.207 0.647
H 2.252 -3.268 -1.430
H 2.688 -3.013 -3.098
H 1.192 -2.318 -2.495
H 3.519 -1.907 0.204
H 4.691 -0.812 -0.541
H 4.593 -2.483 -1.050
H 3.380 -0.733 -3.968
H 4.714 -1.518 -3.156
H 4.336 0.171 -2.801
H -0.780 2.375 -3.499
H -1.363 0.775 -2.974
H -1.147 1.151 -4.688
H 1.706 2.693 -3.790
H 1.233 1.995 -5.340
H 2.632 1.368 -4.470
H -0.156 -1.167 -4.142
H 1.595 -1.117 -4.338
H 0.563 -0.309 -5.490
C -3.280 -1.473 -2.531
S -1.551 -1.949 -2.209
C -1.901 -3.582 -1.476
O -1.183 -1.087 -1.012
H -3.905 -1.724 -1.680
H -3.629 -1.994 -3.414
H -3.325 -0.403 -2.720
H -2.140 -4.267 -2.282
H -2.735 -3.522 -0.785
H -1.010 -3.942 -0.970
*
```

Results of the Löwdin charge analysis, in e, for atoms 1 through 6:
1 Ti 0.91
2 N -0.03
3 C -0.19
4 C -0.15
5 N -0.10
6 C -0.15

=====

Density functional theory data (wB97M-V/def2-TZVPD) for 10 unconnected molecules or ions with the total composition C23H49Cl14N3O3.

Its HOMO energy is -9.39 eV.

```
! RIJCOSX wB97M-V def2-TZVPD def2/J DEFGRID3
* xyz 0 1
C -2.617 -1.572 3.255
N -1.466 -2.183 2.619
C -0.364 -2.505 3.280
C 0.636 -3.284 2.411
O -0.136 -2.176 4.459
H -3.345 -2.358 3.454
H -2.950 -0.842 2.517
H -2.433 -1.119 4.229
H -1.650 -2.624 1.730
H 1.206 -2.663 1.720
H 0.091 -3.930 1.723
H 1.292 -3.951 2.972
C -5.286 4.423 -0.749
N -3.866 4.631 -0.544
C -2.961 4.648 -1.476
C -1.527 4.834 -0.952
O -3.251 4.611 -2.657
H -5.644 3.716 0.000
H -5.466 4.104 -1.776
H -5.857 5.335 -0.579
H -3.472 4.838 0.362
H -1.253 5.889 -0.959
H -0.848 4.332 -1.643
H -1.349 4.257 -0.044
C -3.142 -5.495 1.143
N -3.105 -4.962 -0.252
C -2.622 -3.776 -0.604
C -3.030 -3.523 -2.048
O -1.920 -3.020 0.090
H -3.754 -4.934 1.849
H -2.197 -5.491 1.686
H -3.512 -6.520 1.154
H -3.565 -5.548 -0.933
H -3.380 -2.499 -2.180
H -3.941 -4.106 -2.185
H -2.222 -3.803 -2.724
Cl 7.522 -1.440 -0.780
C 6.431 -0.663 -1.935
C 5.017 -1.288 -1.705
Cl 4.437 -1.111 -0.013
H 6.858 -0.770 -2.932
H 6.400 0.377 -1.611
H 5.016 -2.342 -1.982
H 4.344 -0.734 -2.358
Cl -4.173 0.532 -0.256
C -3.340 0.880 -1.776
C -4.308 0.911 -2.982
Cl -3.618 1.154 -4.625
H -2.530 0.174 -1.957
H -2.866 1.859 -1.694
H -5.080 1.665 -2.829
H -4.854 -0.032 -3.008
Cl 0.668 6.116 1.288
C 1.038 4.654 2.187
C 0.622 4.928 3.608
Cl 1.473 6.300 4.329
H 2.108 4.464 2.101
H 0.618 3.767 1.712
H 0.750 4.093 4.295
H -0.428 5.211 3.676
Cl 2.330 -3.547 -3.945
C 1.412 -4.815 -3.227
C 0.699 -4.326 -2.001
Cl 1.898 -3.900 -0.780
H 2.161 -5.527 -2.881
H 0.704 -5.319 -3.885
H 0.037 -5.024 -1.490
H 0.118 -3.427 -2.207
Cl 2.310 1.586 3.699
C 2.595 -0.097 4.178
C 3.321 -0.767 3.028
Cl 3.861 -2.414 3.184
H 1.603 -0.515 4.347
H 3.255 -0.025 5.042
H 4.205 -0.163 2.824
H 2.594 -0.751 2.216
Cl 5.084 2.139 -3.190
C 3.553 2.972 -2.877
C 3.581 3.750 -1.534
Cl 3.492 2.783 -0.079
H 2.751 2.238 -2.961
H 3.515 3.682 -3.703
H 2.674 4.347 -1.630
H 4.369 4.487 -1.376
Cl 1.544 0.079 -1.855
C 1.302 -0.119 -0.062
C -0.175 0.225 0.328
Cl -0.424 1.951 -0.060
H 1.995 0.546 0.453
H 1.585 -1.142 0.186
H -0.228 -0.004 1.392
H -0.919 -0.344 -0.230
*
```

Results of the Löwdin charge analysis, in e, for atoms 1 through 6:
1 C -0.05
2 N 0.00
3 C -0.53
4 C -0.03
5 O 0.00
6 H 0.08

=====

Density functional theory data (wB97M-V/def2-TZVPD) for 10 unconnected molecules or ions with the total composition C23H49Cl18OP.

Its HOMO energy is -8.14 eV.

```
! RIJCOSX wB97M-V def2-TZVPD def2/J DEFGRID3
* xyz 0 1
C -0.379 -0.197 -3.399
O 0.424 0.417 -4.402
C 1.801 -0.005 -4.441
C 2.522 0.212 -3.087
C 3.931 0.878 -3.135
C 4.061 2.213 -3.956
P 2.639 3.448 -3.954
H -0.238 0.306 -2.414
H -1.439 -0.088 -3.689
H -0.132 -1.271 -3.266
H 1.812 -1.087 -4.710
H 2.256 0.567 -5.268
H 2.615 -0.754 -2.542
H 1.892 0.839 -2.450
H 4.300 1.031 -2.102
H 4.616 0.136 -3.599
H 4.375 1.978 -4.994
H 4.902 2.790 -3.517
H 2.479 3.705 -5.339
H 1.471 2.716 -3.684
Cl 4.032 7.715 -2.251
C 3.524 7.976 -3.939
C 2.033 8.178 -4.060
Cl 1.135 6.687 -3.691
H 3.855 7.120 -4.523
H 4.044 8.866 -4.294
H 1.784 8.459 -5.083
H 1.682 8.960 -3.390
Cl -0.420 4.053 0.973
C 0.447 2.514 1.147
C 1.921 2.570 0.858
Cl 2.210 2.827 -0.884
H -0.038 1.803 0.482
H 0.283 2.193 2.173
H 2.351 1.602 1.117
H 2.450 3.342 1.412
Cl -2.466 0.463 1.075
C -3.038 0.031 2.709
C -2.376 0.862 3.777
Cl -0.644 0.460 3.960
H -2.847 -1.032 2.875
H -4.114 0.205 2.716
H -2.845 0.670 4.741
H -2.455 1.923 3.559
Cl -2.890 -3.048 -2.033
C -3.452 -2.824 -3.713
C -4.915 -2.464 -3.781
Cl -5.968 -3.811 -3.283
H -3.239 -3.741 -4.259
H -2.857 -2.017 -4.141
H -5.181 -2.213 -4.808
H -5.142 -1.611 -3.144
Cl -2.308 4.784 6.562
C -2.603 5.184 4.850
C -4.054 5.019 4.471
Cl -4.558 3.307 4.483
H -1.958 4.552 4.242
H -2.305 6.222 4.708
H -4.210 5.389 3.458
H -4.711 5.563 5.146
Cl 5.824 3.322 0.382
C 6.560 4.508 1.491
C 6.002 4.410 2.889
Cl 4.302 4.939 2.977
H 6.404 5.499 1.069
H 7.629 4.301 1.510
H 6.570 5.061 3.553
H 6.057 3.392 3.268
Cl -2.973 -3.063 4.229
C -4.566 -3.853 4.126
C -4.515 -5.189 3.422
Cl -4.154 -5.034 1.676
H -5.239 -3.158 3.627
H -4.915 -4.005 5.146
H -5.484 -5.680 3.501
H -3.761 -5.840 3.861
Cl -0.691 -7.161 3.753
C -1.073 -8.649 2.851
C -2.514 -8.697 2.419
Cl -3.616 -8.893 3.809
H -0.816 -9.498 3.481
H -0.427 -8.659 1.973
H -2.673 -9.552 1.764
H -2.803 -7.794 1.884
Cl 1.748 -7.083 1.272
C 1.577 -6.724 -0.463
C 0.156 -6.901 -0.934
Cl -0.349 -8.616 -0.911
H 2.264 -7.368 -1.009
H 1.886 -5.691 -0.608
H 0.065 -6.555 -1.962
H -0.540 -6.340 -0.313
*
```

Results of the Löwdin charge analysis, in e, for atoms 1 through 6:
1 C -0.12
2 O -0.23
3 C -0.22
4 C -0.23
5 C -0.27
6 C -0.47

=====

Density functional theory data (wB97M-V/def2-TZVPD) for 2 unconnected molecules or ions with the total composition C23H49IN3O5P2.

Its HOMO energy is -4.08 eV.

```
! RIJCOSX wB97M-V def2-TZVPD def2/J DEFGRID3
* xyz -1 1
C -0.910 2.972 6.369
C -1.567 2.341 5.148
O -2.080 1.266 5.256
N -1.557 3.121 4.011
C -1.804 2.398 2.760
C -2.357 3.346 1.704
C -1.386 4.451 1.221
C -0.900 4.263 -0.233
C 0.504 3.679 -0.463
O 0.508 2.963 -1.676
P 0.594 1.206 -1.476
C -1.321 1.103 -1.349
C -1.865 -0.318 -1.383
N -2.260 -0.713 -2.740
C 2.451 1.059 -1.836
C 3.397 0.558 -0.732
C 3.561 -0.964 -0.675
C 4.765 -1.247 0.252
C 2.339 -1.673 -0.089
C 1.967 -3.042 -0.697
C 2.223 -3.236 -2.159
C 1.342 -3.150 -3.126
C 1.496 -3.874 -4.439
C 0.129 -2.264 -2.981
O 0.770 1.403 0.261
C 1.207 2.688 0.502
P 1.463 3.102 2.296
O 2.387 1.861 2.878
I 3.079 4.981 2.139
H -1.689 3.461 6.944
H -0.122 3.665 6.103
H -0.559 2.149 6.976
H -0.617 3.512 3.953
H -0.919 1.869 2.415
H -2.545 1.624 2.906
H -3.207 3.842 2.165
H -2.760 2.775 0.876
H -0.595 4.663 1.935
H -1.998 5.350 1.215
H -0.896 5.252 -0.686
H -1.690 3.747 -0.756
H 1.178 4.530 -0.593
H 0.407 1.066 -2.929
H 0.557 -0.248 -1.473
H -1.615 1.534 -0.401
H -1.745 1.655 -2.184
H -2.794 -0.325 -0.802
H -1.213 -1.054 -0.899
H -1.562 -0.418 -3.411
H -2.418 -1.711 -2.785
H 2.819 2.035 -2.159
H 2.577 0.418 -2.703
H 4.394 0.946 -0.961
H 3.186 0.903 0.281
H 3.878 -1.300 -1.661
H 4.479 -1.038 1.282
H 5.603 -0.590 0.033
H 5.052 -2.297 0.243
H 1.473 -1.027 -0.068
H 2.558 -1.855 0.963
H 2.489 -3.820 -0.145
H 0.906 -3.215 -0.538
H 3.245 -3.469 -2.446
H 2.001 -4.811 -4.244
H 2.104 -3.267 -5.109
H 0.538 -4.024 -4.916
H -0.098 -2.157 -1.935
H -0.749 -2.691 -3.449
H 0.300 -1.300 -3.453
H 2.246 2.744 0.125
H 3.226 1.860 2.385
C -4.442 -3.630 -1.051
C -2.962 -3.502 -0.779
O -2.188 -3.040 -1.600
N -2.505 -3.921 0.432
C -3.258 -4.489 1.532
H -4.646 -3.254 -2.049
H -4.753 -4.675 -1.001
H -5.015 -3.040 -0.334
H -1.509 -3.803 0.545
H -3.136 -3.861 2.416
H -2.873 -5.486 1.759
H -4.313 -4.563 1.292
*
```

Results of the Löwdin charge analysis, in e, for atoms 1 through 6:
1 C 0.00
2 C -0.56
3 O 0.07
4 N 0.05
5 C -0.22
6 C -0.18

=====

Density functional theory data (wB97M-V/def2-TZVPD) for a molecular structure, C23H49LaN4P3Se.

Its HOMO energy is -15.31 eV.

```
! RIJCOSX wB97M-V def2-TZVPD def2/J DEFGRID3
* xyz 3 1
La 0.174 0.037 0.344
P -2.765 -0.083 -0.363
P 0.176 -2.876 -0.073
P -0.048 2.913 -0.157
H 2.094 -0.854 -2.081
C 2.250 0.097 -1.559
C 2.901 0.159 -0.344
H 3.290 -0.726 0.174
C -3.138 -0.131 -2.163
C -3.686 -1.557 0.242
C -3.795 1.343 0.181
C 1.878 -3.563 -0.117
C -0.653 -4.028 1.089
C -0.476 -3.487 -1.678
C 1.588 3.729 -0.224
C -0.970 4.011 0.978
C -0.736 3.438 -1.769
H 2.047 0.999 -2.154
H 3.209 1.099 0.130
H -4.219 -0.188 -2.374
H -2.629 -1.002 -2.602
H -2.722 0.779 -2.621
H -4.751 -1.507 -0.038
H -3.609 -1.610 1.339
H -3.247 -2.473 -0.185
H -4.855 1.192 -0.077
H -3.436 2.267 -0.299
H -3.707 1.459 1.273
H 1.857 -4.584 -0.533
H 2.298 -3.573 0.899
H 2.517 -2.916 -0.736
H -0.685 -5.046 0.665
H -1.689 -3.693 1.271
H -0.121 -4.032 2.056
H -0.195 -4.546 -1.802
H -0.056 -2.883 -2.496
H -1.571 -3.367 -1.706
H 1.484 4.746 -0.631
H 2.269 3.143 -0.855
H 2.029 3.768 0.780
H -0.972 5.049 0.610
H -0.515 3.987 1.979
H -2.008 3.662 1.082
H -0.542 4.510 -1.918
H -1.816 3.240 -1.800
H -0.284 2.849 -2.580
C 1.186 0.168 -5.419
C 2.465 -0.129 -4.963
C 3.577 -0.053 -5.788
C 3.421 0.230 -7.151
C 2.130 0.412 -7.665
C 1.015 0.371 -6.819
Se -0.197 0.316 -4.096
H 0.424 0.115 -2.650
H 2.597 -0.385 -3.919
H 4.562 -0.214 -5.375
H 4.283 0.297 -7.795
H 2.002 0.591 -8.741
H 0.017 0.505 -7.237
C -0.094 1.346 3.539
N -0.042 -0.042 2.884
C -1.207 -0.827 3.520
N -1.155 -0.866 4.989
C -1.174 0.513 5.530
N -0.031 1.317 5.010
C 1.218 0.630 5.431
N 1.305 -0.757 4.898
C 1.235 -0.708 3.418
C 0.120 -1.498 5.421
H -1.044 1.811 3.227
H 0.761 1.934 3.154
H -1.170 -1.855 3.119
H -2.137 -0.329 3.201
H -1.092 0.458 6.621
H -2.121 1.000 5.249
H 2.082 1.209 5.045
H 1.243 0.601 6.535
H 1.266 -1.736 3.039
H 2.098 -0.136 3.049
H 0.147 -1.500 6.521
H 0.149 -2.539 5.055
*
```

Results of the Löwdin charge analysis, in e, for atoms 1 through 6:
1 La 1.54
2 P 0.68
3 P 0.65
4 P 0.65
5 H 0.05
6 C -0.23

=====

no.,F_max (eV Å⁻¹)
1,1.70
2,3.36
3,1.12
4,3.85
5,2.93